Entry 1:
The following is a quantum chemistry calculation of a structure of composition C27H40N10OS2Y at a distorted geometry, from the OMol25 dataset.

The geometry in XYZ format:
```
81
Properties=species:S:1:pos:R:3:mulliken_charge:R:1
Y -0.357 0.335 0.222 -0.0870
C -4.182 0.806 0.475 0.0105
C -3.821 0.495 1.924 -1.0687
N -2.363 0.517 2.190 0.1146
C -2.024 1.537 3.192 -0.8050
C -0.547 1.485 3.517 -1.2037
N 0.271 1.774 2.326 0.1250
C 0.448 3.224 2.087 -1.8620
C -1.290 3.426 0.290 0.7852
C -0.950 2.936 -2.447 -0.6714
N -1.136 1.521 -2.148 0.0604
C -2.357 0.954 -2.727 -0.8600
C -2.462 -0.508 -2.332 -0.8822
N -2.605 -0.638 -0.869 0.1953
C -4.004 -0.401 -0.441 -0.9250
H -3.584 1.644 0.108 -0.3096
H -5.228 1.118 0.438 0.4518
H -4.216 -0.492 2.176 0.3467
H -4.321 1.208 2.583 0.4187
H -2.130 -0.374 2.613 0.2379
H -2.590 1.393 4.119 0.5991
H -2.288 2.518 2.791 0.3933
H -0.289 0.484 3.873 0.5317
H -0.333 2.189 4.326 0.4977
H 1.182 1.382 2.521 -0.0191
H 1.472 3.525 2.318 0.4277
H -0.217 3.797 2.736 0.3609
H -1.904 3.976 1.004 0.6215
H -1.532 2.365 0.359 -1.4192
H 0.103 3.192 -2.358 0.4214
H -1.309 3.208 -3.444 0.4881
H -0.348 1.020 -2.555 0.1062
H -2.352 1.031 -3.820 0.4524
H -3.217 1.517 -2.357 0.5639
H -1.548 -1.021 -2.631 0.2110
H -3.307 -0.967 -2.855 0.6348
H -2.360 -1.592 -0.625 -0.0856
H -4.380 -1.287 0.077 0.4253
H -4.631 -0.268 -1.326 0.4092
N 0.396 5.097 0.625 -0.6534
C 0.200 3.664 0.622 0.9986
S -1.885 4.009 -1.315 -0.1595
N 1.155 3.066 -0.280 -1.5005
N 1.188 1.745 -0.443 2.1228
C 2.229 1.317 -1.130 -1.5929
C 2.464 0.015 -1.715 1.7716
C 3.721 -0.197 -2.304 -1.0833
C 4.040 -1.363 -2.969 -1.0118
C 3.075 -2.355 -3.098 -0.9001
C 1.830 -2.175 -2.524 -0.7743
C 1.509 -1.029 -1.789 0.5421
O 0.310 -0.952 -1.202 0.7773
H 0.050 5.487 -0.244 0.3540
H 1.391 5.290 0.656 0.3743
H 2.965 2.084 -1.365 0.2998
H 4.452 0.601 -2.235 0.4601
H 5.019 -1.490 -3.413 0.4307
H 3.286 -3.255 -3.662 0.4986
H 1.062 -2.931 -2.637 0.5191
C -1.671 -4.669 0.371 -0.8438
N -0.275 -4.294 0.304 0.1357
C 0.726 -5.035 -0.292 -0.7796
C 1.869 -4.353 -0.148 -0.3357
N 1.577 -3.182 0.545 0.5800
C 0.241 -3.154 0.814 0.3015
S -0.644 -2.059 1.740 -0.7394
C 2.553 -2.199 0.855 0.7520
C 3.890 -2.585 0.822 -1.0549
C 4.862 -1.645 1.097 -0.5550
C 4.470 -0.360 1.427 -1.4457
C 3.118 -0.088 1.466 0.0120
N 2.157 -0.973 1.186 0.2918
H -1.757 -5.743 0.228 0.3562
H -2.248 -4.164 -0.406 0.2939
H -2.076 -4.399 1.342 0.3517
H 0.543 -5.982 -0.768 0.4613
H 2.846 -4.583 -0.525 0.3415
H 4.172 -3.602 0.601 0.4293
H 5.908 -1.918 1.067 0.4609
H 5.190 0.415 1.646 0.4937
H 2.799 0.915 1.717 0.3275
```

Net charge = +1
ΔE to the lowest compared entry with this formula, charge and spin = 2.7812 eV
Calculated total energy = -68309.0391 eV
Kohn-Sham gap (alpha / beta) = 6.358 / 6.361 eV
M = 673.73 g/mol
Maximum force = 2.9 eV/A


Entry 2:
The following is a quantum chemistry calculation of the molecule C16H22BrN3O3, from the OMol25 dataset.

The geometry in XYZ format:
```
45
Properties=species:S:1:pos:R:3:mulliken_charge:R:1
C 6.565 -5.502 -1.292 -1.1094
C 5.273 -5.726 -2.065 -0.2871
O 4.409 -4.595 -1.989 -0.3917
C 3.659 -4.504 -0.863 0.8115
O 3.681 -5.322 0.027 -0.6541
N 2.846 -3.423 -0.880 0.0983
C 2.939 -2.346 -1.835 -1.0622
C 3.568 -1.121 -1.167 -0.6469
N 2.780 -0.743 -0.010 0.3563
C 3.179 0.536 0.552 -1.1850
C 2.301 1.651 -0.023 -0.7309
C 0.920 1.617 0.619 0.5963
O 0.719 1.181 1.727 -0.6440
N -0.044 2.166 -0.180 -0.0970
C -1.399 2.365 0.092 0.4654
C -2.004 1.944 1.274 -0.3007
C -3.350 2.177 1.486 -0.5771
C -4.095 2.827 0.518 0.0416
Br -5.950 3.150 0.813 -0.2083
C -3.512 3.250 -0.665 -0.5594
C -2.168 3.017 -0.873 -0.5120
C 2.737 -1.825 0.957 -0.6841
C 2.109 -3.060 0.310 -1.0738
H 7.223 -6.356 -1.426 0.3806
H 7.067 -4.605 -1.647 0.2836
H 6.343 -5.391 -0.233 0.3085
H 5.469 -5.857 -3.132 0.3066
H 4.747 -6.603 -1.672 0.3342
H 3.531 -2.667 -2.690 0.4781
H 1.925 -2.095 -2.163 0.2799
H 3.584 -0.289 -1.875 0.4702
H 4.611 -1.359 -0.888 0.3749
H 3.025 0.518 1.632 0.5540
H 4.239 0.753 0.359 0.4272
H 2.746 2.624 0.203 0.3802
H 2.222 1.546 -1.105 0.3287
H 0.252 2.509 -1.084 0.2191
H -1.418 1.440 2.023 0.4982
H -3.816 1.851 2.402 0.4145
H -4.102 3.756 -1.414 0.4056
H -1.709 3.346 -1.795 0.3175
H 2.122 -1.508 1.800 0.4920
H 3.745 -2.087 1.325 0.3285
H 2.128 -3.907 0.996 0.4784
H 1.077 -2.836 0.024 0.2938
```

Structure (SMILES) = CCOC(=O)N1CCN(CCC(=O)Nc2ccc(Br)cc2)CC1
ΔE to the lowest compared entry with this formula, charge and spin = 0.0000 eV
Calculated total energy = -97605.6331 eV
Kohn-Sham gap = 9.034 eV
M = 384.27 g/mol
Maximum force = 0.7 eV/A


Entry 3:
The following is a quantum chemistry calculation of a cluster of 5 separate species, C28H53BF3N4O26S5 in total at a distorted geometry, from the OMol25 dataset.

The geometry in XYZ format:
```
120
Properties=species:S:1:pos:R:3:mulliken_charge:R:1
C 1.234 3.909 -0.949 -1.0206
C 0.879 2.565 -0.076 0.2683
C 1.352 1.148 -0.826 0.0911
O 0.261 0.693 -1.701 -0.4169
C -0.225 -0.660 -1.304 0.2952
C -1.760 -0.783 -1.822 0.8949
C -1.705 -1.753 -3.142 -1.0330
N -2.141 0.701 -2.012 0.1176
C -3.396 1.123 -1.225 -1.1415
N -4.235 2.199 -1.525 0.7255
C -5.476 2.504 -0.716 -0.6523
C -6.817 2.198 -1.668 -0.5245
C -6.709 0.619 -2.174 0.5773
O -6.487 -0.412 -1.323 -0.5258
O -6.884 0.354 -3.612 -0.4411
B -3.945 3.149 -2.713 0.2953
O -3.628 4.572 -2.351 -0.5671
O -3.988 2.648 -4.102 -0.3869
N -3.476 0.115 -0.102 0.8243
C -3.274 0.514 1.297 -0.8783
C -1.749 0.752 1.835 0.5441
C -1.436 -0.196 3.177 -1.0318
C -0.482 -1.488 2.854 0.2023
N 0.980 -1.162 3.074 -0.3155
C 1.722 -2.439 2.650 0.3104
C 2.465 -2.427 1.179 -0.1114
O 1.715 -3.494 3.483 -0.5820
C -2.986 -1.147 -0.731 -0.5768
C -2.847 -2.572 0.061 0.6037
F -3.125 -2.588 1.497 -0.2291
F -1.535 -3.272 -0.139 -0.2328
F -3.859 -3.508 -0.562 -0.2967
H 2.320 4.339 -0.717 0.2990
H 1.097 3.767 -2.118 0.2476
H 0.471 4.776 -0.649 0.2891
H 1.420 2.630 0.985 0.3141
H -0.309 2.546 0.051 -0.2876
H 2.239 1.484 -1.551 0.3914
H 1.741 0.354 -0.059 -0.4030
H 0.439 -1.423 -1.935 0.2792
H -0.032 -0.920 -0.181 -0.6111
H -1.366 -1.159 -4.091 0.3459
H -1.001 -2.700 -2.962 0.4544
H -2.782 -2.218 -3.347 0.2511
H -2.265 0.680 -3.069 0.2884
H -5.623 1.801 0.231 0.2553
H -5.498 3.648 -0.437 0.3268
H -7.748 2.218 -0.922 0.3904
H -6.942 2.965 -2.543 0.3284
H -6.140 -0.244 -3.928 0.2953
H -2.936 4.539 -1.600 0.3537
H -3.129 2.965 -4.544 0.2960
H -3.799 -0.206 2.093 0.4298
H -3.838 1.556 1.457 0.2478
H -1.673 1.868 2.254 0.4924
H -0.904 0.665 1.033 -0.6056
H -2.433 -0.463 3.772 0.2930
H -0.817 0.490 3.933 0.3998
H -0.820 -2.443 3.486 0.3838
H -0.603 -1.794 1.731 -0.3800
H 1.106 -0.980 4.095 0.3168
H 3.475 -3.054 1.265 0.2624
H 1.727 -2.924 0.391 0.2047
H 2.790 -1.333 0.880 -0.1244
H -3.863 -1.376 -1.520 0.2295
C -5.124 0.627 -7.480 -0.1803
C -4.247 -0.190 -8.425 -0.3883
O -3.589 -1.143 -7.592 -0.3192
S -4.576 -1.535 -6.354 0.7783
O -5.255 -2.767 -6.692 -0.4479
O -3.854 -1.348 -5.117 -0.2458
O -5.633 -0.307 -6.529 -0.3052
H -4.534 1.374 -6.941 0.1205
H -5.945 1.123 -8.005 0.3553
H -3.517 0.427 -8.954 0.3554
H -4.855 -0.739 -9.151 0.2623
C 6.811 -1.565 2.600 -0.1960
C 7.414 -0.244 2.128 -0.2573
O 7.395 -0.312 0.704 -0.3541
S 6.103 -1.188 0.233 1.0539
O 5.037 -0.272 -0.109 -0.4605
O 6.558 -2.233 -0.654 -0.5795
O 5.757 -1.851 1.682 -0.3081
H 7.544 -2.376 2.541 0.2456
H 6.422 -1.500 3.619 0.3216
H 8.434 -0.097 2.494 0.3648
H 6.793 0.604 2.434 0.2010
C 7.236 3.145 5.323 -0.3208
C 6.262 2.842 6.458 -0.0463
O 6.167 1.420 6.498 -0.3171
S 7.597 0.781 6.045 0.6841
O 8.343 0.452 7.239 -0.4113
O 7.358 -0.166 4.981 -0.4052
O 8.239 2.134 5.401 -0.3154
H 6.744 3.063 4.348 0.2669
H 7.686 4.137 5.419 0.3296
H 5.279 3.290 6.293 0.3521
H 6.659 3.182 7.420 0.1562
C 9.511 1.872 11.606 -0.3377
C 10.114 3.193 11.135 -0.3745
O 10.095 3.125 9.711 -0.3176
S 8.803 2.249 9.240 1.2141
O 7.737 3.164 8.897 -0.7167
O 9.258 1.204 8.353 -0.3831
O 8.457 1.586 10.689 -0.3339
H 10.244 1.061 11.548 0.2968
H 9.122 1.937 12.626 0.3094
H 11.134 3.339 11.501 0.3144
H 9.493 4.041 11.441 0.2979
C -8.433 -5.957 -8.037 -0.3250
C -8.791 -5.533 -9.459 -0.3702
O -8.135 -4.282 -9.652 -0.3257
S -6.749 -4.273 -8.792 1.1841
O -5.664 -4.623 -9.682 -0.6181
O -6.735 -3.092 -7.960 -0.4206
O -7.074 -5.566 -7.854 -0.3192
H -9.043 -5.424 -7.301 0.2789
H -8.543 -7.035 -7.888 0.2993
H -9.869 -5.429 -9.604 0.3147
H -8.392 -6.241 -10.194 0.3031
```

Net charge = +1
Calculated total energy = -152070.5893 eV
Kohn-Sham gap = 6.460 eV
M = 1089.88 g/mol
Maximum force = 13.4 eV/A


Entry 4:
The following is a quantum chemistry calculation of a structure of composition C2H4ClN at a distorted geometry, from the OMol25 dataset.

The geometry in XYZ format:
```
8
Properties=species:S:1:pos:R:3:mulliken_charge:R:1
C 0.703 0.256 -0.221 -0.4031
C -0.122 -0.601 0.664 -0.0204
N -0.516 -0.384 -0.700 -0.2581
Cl -1.952 1.116 -1.306 -0.1813
H 0.772 1.261 -0.118 0.2258
H 1.688 0.069 -0.672 0.1956
H 0.131 -1.587 0.853 0.2428
H -0.705 -0.131 1.501 0.1989
```

ΔE to the lowest compared entry with this formula, charge and spin = 3.3765 eV
Calculated total energy = -16147.7009 eV
Kohn-Sham gap = 8.750 eV
M = 77.51 g/mol
Maximum force = 3.5 eV/A


Entry 5:
The following is a quantum chemistry calculation of a structure of composition C8H9NRuS2 at a distorted geometry, from the OMol25 dataset.

The geometry in XYZ format:
```
21
Properties=species:S:1:pos:R:3:lowdin_spin:R:1
Ru 1.314 0.753 -1.176 2.5725
C 2.419 0.435 -4.519 0.0123
H 2.440 0.342 -3.409 0.0078
H 1.669 1.198 -4.752 0.0009
H 2.125 -0.536 -4.959 0.0001
H 3.416 0.740 -4.821 0.0012
H 2.138 0.278 -0.002 0.0259
S -0.086 2.629 -1.518 0.4730
C -0.858 1.662 -0.363 0.0280
N -0.348 0.419 -0.156 0.1990
C -0.710 -0.193 1.049 0.0417
C -0.260 -1.442 1.446 0.1219
C -0.826 -1.978 2.603 0.0478
C -1.754 -1.228 3.343 0.0858
C -2.141 0.069 2.959 0.0962
C -1.600 0.603 1.797 0.0577
S -1.860 2.163 0.997 0.2184
H 0.499 -1.901 0.821 0.0056
H -0.537 -2.983 2.903 0.0003
H -2.178 -1.679 4.237 0.0021
H -2.863 0.649 3.521 0.0018
```

Net charge = +2
ΔE to the lowest compared entry with this formula, charge and spin = 0.7084 eV
Calculated total energy = -34161.5424 eV
Kohn-Sham gap (alpha / beta) = 7.177 / 4.318 eV
M = 284.37 g/mol
Maximum force = 2.8 eV/A
Multiplicity = 5


Entry 6:
The following is a quantum chemistry calculation of a cluster of 2 separate species, CH3F2NO2S in total at a distorted geometry, from the OMol25 dataset.

The geometry in XYZ format:
```
10
Properties=species:S:1:pos:R:3:mulliken_charge:R:1
C -1.813 -0.360 -0.164 0.4219
N 1.258 0.300 0.106 -0.3261
O 3.665 0.673 0.589 -0.4344
O -0.967 0.181 -1.038 -0.5699
F -2.148 0.545 0.805 -0.2385
F -1.109 -1.404 0.435 -0.2893
S 2.563 0.846 -0.336 0.5314
H -2.693 -0.767 -0.662 0.1451
H -0.001 0.373 -0.578 0.4914
H 1.245 -0.388 0.844 0.2685
```

ΔE to the lowest compared entry with this formula, charge and spin = 0.4326 eV
Calculated total energy = -22939.9503 eV
Kohn-Sham gap = 9.630 eV
M = 131.10 g/mol
Maximum force = 2.6 eV/A